Formula: C64H162N10O24
Source: the Open Molecules 2025 dataset
Level of theory: the ωB97M-V functional and the def2-TZVPD basis

Positions of all 260 atoms, in Å:
O  29.69  26.03  -20.73
O  35.18  37.35  -11.97
O  38.79  39.30  -22.79
O  23.95  27.74  -20.37
O  35.18  23.68  -12.37
O  36.53  31.21  -15.88
O  40.06  30.76  -16.16
O  32.45  28.57  -5.13
O  34.47  36.41  -19.83
O  27.20  23.07  -2.50
O  33.64  18.61  -16.08
O  26.37  31.62  -9.37
O  34.96  20.75  -5.39
O  29.27  24.28  -12.40
O  32.58  36.43  -12.94
O  39.82  38.71  -4.51
O  28.63  18.15  -22.15
O  25.69  33.08  -14.05
O  39.35  33.67  -6.00
O  39.54  22.90  -1.51
O  25.10  23.07  -6.78
O  31.93  29.22  -13.32
O  24.79  16.51  -20.60
O  33.72  26.55  0.54
N  34.11  21.86  -14.40
N  27.31  26.93  -18.97
N  36.97  22.47  -2.69
N  26.36  33.92  -11.35
N  27.29  17.44  -19.55
N  34.39  27.29  -2.23
N  29.65  27.26  -13.80
N  27.45  22.91  -5.44
N  36.98  37.70  -21.20
N  38.65  36.64  -5.75
C  25.11  16.50  -19.20
C  38.37  37.95  -6.15
C  35.70  21.76  -4.74
C  34.78  23.15  -14.68
C  33.40  35.60  -19.25
C  34.06  27.29  -3.63
C  28.46  23.00  -3.14
C  28.12  18.59  -19.69
C  34.64  36.06  -11.98
C  39.38  40.25  -23.67
C  27.24  22.20  -6.71
C  26.73  32.97  -9.05
C  30.76  29.42  -14.14
C  25.93  27.25  -18.93
C  33.65  28.61  -4.38
C  35.03  24.58  -11.26
C  27.60  25.60  -19.53
C  33.21  27.83  -1.50
C  29.45  28.71  -13.63
C  25.25  27.20  -20.34
C  26.01  17.76  -18.97
C  27.19  23.61  -1.23
C  34.36  21.19  -6.59
C  28.39  26.61  -13.27
C  37.78  30.66  -15.69
C  37.33  21.92  -1.34
C  33.83  35.95  -13.26
C  37.26  37.45  -22.61
C  23.76  15.58  -20.87
C  29.15  18.51  -20.85
C  26.28  23.08  -7.53
C  34.50  26.40  1.75
C  26.23  34.39  -13.82
C  36.26  21.36  -3.34
C  27.08  34.36  -12.56
C  38.22  34.25  -6.62
C  31.30  28.53  -4.38
C  34.21  20.82  -15.40
C  36.85  36.46  -20.39
C  39.01  32.29  -5.60
C  29.45  22.96  -12.87
C  31.83  29.69  -12.02
C  37.50  38.86  -23.25
C  38.46  38.90  -5.02
C  38.33  22.93  -0.73
C  27.35  33.71  -10.28
C  29.13  25.42  -19.57
C  29.68  17.62  -22.97
C  28.35  22.34  -4.52
C  32.74  17.58  -15.74
C  33.66  19.53  -14.95
C  38.53  35.79  -6.92
C  40.59  23.74  -1.07
C  38.82  31.37  -16.47
C  24.83  33.02  -15.15
C  35.45  35.75  -20.65
C  23.42  27.90  -21.69
C  29.77  25.03  -21.77
C  25.44  31.06  -8.45
C  24.10  23.90  -7.28
C  33.55  27.84  0.04
C  40.31  39.62  -3.60
C  34.54  24.13  -13.55
C  28.51  25.07  -13.38
H  33.49  24.21  -13.25
H  27.58  19.54  -19.77
H  36.54  22.07  -5.36
H  37.88  33.77  -7.54
H  28.53  22.39  -12.74
H  25.87  27.77  -21.03
H  27.55  27.04  -13.81
H  22.43  28.33  -21.79
H  27.13  17.07  -20.47
H  28.08  32.97  -10.60
H  33.16  17.00  -14.92
H  35.53  25.52  -11.48
H  29.31  22.29  -5.02
H  31.23  29.36  -3.67
H  27.46  32.83  -8.25
H  28.03  33.86  -12.74
H  30.65  24.43  -21.53
H  27.94  34.55  -9.92
H  24.11  14.56  -20.72
H  34.43  25.35  2.04
H  29.19  22.49  -2.52
H  36.41  36.99  -23.12
H  29.24  28.83  -12.57
H  37.79  29.61  -15.99
H  34.34  36.47  -14.07
H  32.71  19.73  -14.44
H  25.94  33.60  -8.64
H  24.06  33.79  -15.22
H  27.55  24.59  -13.55
H  30.50  18.34  -23.01
H  27.43  35.38  -12.39
H  34.02  24.94  -11.07
H  32.65  28.26  0.50
H  34.40  21.55  -13.48
H  28.08  21.31  -4.29
H  23.55  15.61  -21.94
H  23.37  26.94  -22.20
H  27.27  25.52  -20.57
H  35.34  24.13  -10.32
H  40.27  40.64  -4.00
H  38.30  39.93  -5.34
H  39.55  36.64  -5.28
H  34.25  27.12  2.52
H  33.29  26.53  -3.68
H  41.34  39.35  -3.38
H  28.61  29.11  -14.19
H  35.89  30.71  -15.37
H  30.30  22.45  -12.42
H  37.41  38.12  -6.64
H  28.93  24.86  -14.36
H  28.60  18.74  -18.73
H  39.17  38.14  -6.86
H  33.10  28.88  -1.76
H  24.47  31.54  -8.52
H  27.61  24.61  -1.30
H  31.45  30.72  -12.02
H  28.29  26.91  -12.23
H  34.81  26.81  -4.25
H  28.93  24.37  -21.96
H  25.51  18.55  -19.51
H  29.77  22.88  -13.91
H  38.76  31.39  -17.55
H  38.95  32.41  -16.16
H  23.15  23.59  -6.85
H  25.25  26.15  -20.63
H  22.87  15.81  -20.28
H  25.63  15.59  -18.91
H  40.86  23.58  -0.02
H  33.64  34.89  -13.42
H  38.14  36.83  -22.78
H  35.50  35.39  -11.96
H  39.74  39.63  -2.67
H  40.73  31.44  -16.21
H  37.69  38.30  -20.81
H  26.55  23.08  -5.02
H  37.84  20.96  -1.37
H  30.03  17.92  -20.58
H  29.61  25.95  -18.75
H  28.22  22.07  -7.16
H  27.24  24.81  -18.86
H  29.56  19.51  -20.98
H  29.52  24.40  -19.51
H  34.88  25.14  -13.78
H  24.15  32.17  -15.09
H  32.75  29.66  -11.44
H  24.13  24.93  -6.93
H  36.77  39.66  -23.11
H  34.40  28.74  -5.16
H  24.30  16.62  -18.48
H  38.70  31.70  -6.46
H  32.65  35.20  -19.94
H  38.79  41.14  -23.88
H  32.65  37.39  -12.89
H  31.24  27.67  -3.71
H  40.30  24.79  -1.07
H  35.12  35.69  -21.69
H  35.02  22.58  -4.50
H  30.42  26.97  -13.21
H  31.11  29.11  -11.45
H  35.86  23.00  -14.72
H  26.09  22.57  -8.47
H  37.46  34.37  -5.85
H  33.64  21.05  -16.30
H  25.27  29.99  -8.56
H  35.38  21.12  -2.75
H  32.79  36.11  -18.50
H  30.43  28.63  -5.02
H  25.81  31.33  -7.46
H  37.71  38.69  -4.25
H  24.13  28.46  -22.31
H  25.39  33.00  -16.08
H  25.88  28.27  -18.57
H  37.79  22.70  -3.24
H  32.31  27.23  -1.59
H  26.69  24.08  -7.70
H  27.72  22.91  -0.58
H  29.33  17.40  -23.97
H  26.02  33.00  -11.58
H  39.68  39.74  -24.58
H  34.20  19.13  -14.09
H  39.45  35.85  -7.50
H  29.93  25.53  -22.73
H  37.63  38.67  -24.31
H  33.82  34.71  -18.78
H  30.62  30.50  -14.18
H  32.63  16.88  -16.57
H  35.55  26.55  1.51
H  26.19  18.01  -17.92
H  29.97  16.62  -22.67
H  26.84  34.65  -14.69
H  35.50  34.70  -20.34
H  28.82  24.03  -3.21
H  40.35  40.57  -23.29
H  38.53  22.60  0.28
H  36.93  20.52  -3.53
H  34.54  38.07  -11.89
H  34.00  35.89  -11.11
H  37.86  23.91  -0.57
H  41.45  23.59  -1.72
H  31.07  29.11  -15.14
H  24.00  23.98  -8.37
H  38.21  32.33  -4.86
H  27.72  27.07  -18.06
H  33.72  29.43  -3.67
H  33.65  22.02  -6.48
H  38.02  30.67  -14.62
H  34.41  28.50  0.14
H  34.45  23.53  -15.65
H  31.70  17.87  -15.58
H  25.43  35.12  -13.74
H  25.35  26.61  -18.26
H  37.77  36.19  -7.59
H  36.49  21.93  -0.65
H  26.81  21.23  -6.47
H  33.81  20.38  -7.06
H  37.05  36.79  -19.37
H  34.31  26.34  -1.92
H  39.80  31.73  -5.09
H  35.20  20.80  -15.86
H  37.59  35.72  -20.69
H  35.06  21.54  -7.35
H  26.16  23.69  -0.89

Values from the calculation:
Relative energy (zero: lowest compared OMol25 entry of this formula, charge and spin)   651.9 kJ/mol
LUMO energy   0.008 Ha
Gap between HOMO and LUMO   8.58 eV
M   1456.05 g/mol
E_HOMO   -8.35 eV
Multiplicity   1